(1)
Below is a structure of composition C22H32I2NO3P2Ru, with properties calculated with wB97M-V/def2-TZVPD.

Geometry as XYZ:
```
63
Properties=species:S:1:pos:R:3:forces:R:3:nbo_charge:R:1
I 2.3074 1.0637 -2.5794 -0.114 -0.741 -0.399 -0.042
I -3.0368 0.6852 -2.6734 0.043 0.107 -0.271 -0.176
Ru -0.2901 0.7733 -2.3776 1.463 -1.342 -2.850 0.127
P -0.3982 3.0412 -2.6099 -0.019 2.155 -0.224 1.166
P -0.4080 -1.6499 -2.5697 0.008 -1.326 -0.299 1.078
O 2.1326 -1.7118 1.0589 -0.565 0.773 0.167 -0.617
O -1.3445 1.1470 0.4034 0.817 -0.289 -2.354 -0.609
O 0.9236 -0.4871 -0.3455 0.395 -0.036 1.372 -0.725
N -0.3511 0.5824 2.9808 0.940 1.067 -0.655 -0.412
C -0.6071 3.9405 -1.0269 0.024 0.078 -0.213 -0.966
C 1.7554 0.5770 1.5886 -0.010 -1.205 -1.321 -0.076
C -0.2345 -1.8462 3.0608 1.035 2.406 0.295 0.196
C -2.2838 -0.7015 2.3717 0.731 1.096 0.112 -0.003
C 2.4093 2.9688 2.7946 -0.920 0.191 0.713 -0.173
C -0.9336 0.9645 -0.6764 -2.237 0.664 5.682 0.552
C -0.0321 -4.3374 2.8513 -0.725 0.196 -0.320 -0.683
C 1.1084 3.7961 -3.3489 -0.419 0.031 0.220 -0.943
C -0.8194 -3.0639 2.7040 0.450 -2.033 -0.087 0.206
C 1.0901 -1.7903 3.7272 -0.294 0.110 0.310 -0.709
C 0.8573 1.1201 2.5251 -1.064 -0.453 0.916 0.210
C 2.9041 1.2450 1.1973 0.313 0.019 0.314 -0.185
C -0.9399 -0.6643 2.7672 0.489 -0.530 0.166 0.039
C -1.6900 -2.3234 -3.6811 0.038 0.077 0.013 -0.954
C 1.2193 2.3392 3.1179 0.463 0.942 0.330 -0.200
C -0.6656 -2.6891 -1.0781 0.092 0.319 0.366 -0.959
C 1.1250 -2.3200 -3.3140 -0.078 0.045 0.147 -0.944
C 1.5491 -0.6521 0.7344 0.103 -1.067 -0.708 0.755
C -2.1136 -3.0878 2.1856 -2.040 0.408 -0.663 -0.186
C -2.8679 -1.9172 2.0410 0.041 -2.331 -0.153 -0.139
C -1.7118 3.7193 -3.6839 0.122 -0.075 0.139 -0.954
C 3.2658 2.4304 1.8240 0.177 -0.491 -0.388 -0.082
H -0.6401 -5.1753 2.4867 0.334 0.151 0.197 0.250
H -2.6840 3.6280 -3.1858 0.247 0.056 -0.239 0.266
H -2.8348 0.2346 2.2753 0.063 -0.271 0.030 0.254
H 1.3699 -1.7462 -4.2136 -0.037 -0.166 0.113 0.255
H -3.8894 -1.9491 1.6531 0.373 -0.041 0.191 0.267
H -1.7107 -1.7677 -4.6146 -0.005 0.040 -0.106 0.257
H 1.8669 -2.1243 3.0219 -0.005 -0.057 0.072 0.324
H -1.4778 4.7732 -3.8894 -0.122 -0.277 0.057 0.253
H 1.3315 -0.7689 4.0176 0.086 -0.220 0.088 0.233
H 2.6671 3.8827 3.3228 0.026 -0.141 -0.146 0.257
H -0.5845 5.0196 -1.2339 -0.018 -0.260 0.137 0.259
H 4.2182 2.8812 1.5590 -0.245 0.203 0.152 0.253
H 0.1683 -2.5157 -0.3779 -0.428 -0.274 -0.393 0.268
H 0.9773 -3.3788 -3.5704 0.099 0.299 0.088 0.248
H 1.9291 3.6891 -2.6235 -0.285 0.315 -0.417 0.248
H -2.5382 -4.0582 1.9003 0.106 0.504 0.120 0.257
H 0.2351 -4.5086 3.9064 0.011 0.066 -0.265 0.279
H -1.5692 3.6758 -0.5663 0.285 0.104 -0.142 0.253
H 0.2149 3.6785 -0.3450 -0.225 0.082 -0.164 0.240
H 1.0994 -2.4109 4.6314 0.060 -0.072 -0.242 0.266
H 1.9379 -2.2087 -2.5893 -0.087 -0.056 -0.137 0.259
H 0.5473 2.7111 3.8918 0.356 0.276 -0.145 0.234
H 3.5231 0.7779 0.4183 -0.245 0.355 0.483 0.263
H 0.9008 -4.2807 2.2660 -0.179 0.064 0.228 0.288
H -0.7767 -3.7551 -1.3065 0.104 0.234 -0.236 0.248
H -0.9775 1.2847 3.3766 0.292 -0.153 -0.066 0.430
H -1.5970 -2.3497 -0.6126 0.054 -0.011 -0.004 0.224
H -1.4921 -3.3750 -3.8987 0.099 0.060 0.075 0.248
H 1.3428 3.2240 -4.2557 0.046 0.399 0.181 0.262
H -1.7210 3.1490 -4.6191 -0.106 0.186 0.132 0.263
H 0.9142 4.8495 -3.5772 0.086 -0.162 0.003 0.250
H -2.6701 -2.2377 -3.2168 0.006 0.001 -0.008 0.255
```
Positions in Å, forces in eV/Å.

ΔE to the lowest compared entry with this formula, charge and spin ... 0.531 eV
Multiplicity ... 6
Gap between HOMO and LUMO (spin up / spin down) ... 6.54 / 3.32 eV
Charge ... +2

***

(2)
Below is a structure of composition C31H60AsF3MgN7OS3Si3, with properties calculated with wB97M-V/def2-TZVPD.

Geometry as XYZ:
```
110
Properties=species:S:1:pos:R:3:forces:R:3:lowdin_charge:R:1
As 2.1362 -0.0037 2.0067 -0.091 0.118 0.046 0.836
S 3.1487 -0.7265 -2.2477 -0.070 -0.061 -0.001 0.649
S 0.2758 2.0318 -2.1822 -0.001 -0.012 0.127 0.929
S -0.4055 2.7685 1.0577 -0.013 -0.033 -0.045 0.645
Si 3.3564 -1.9587 2.5781 -0.087 0.052 0.020 0.282
Si 3.8796 1.5023 1.4069 -0.102 -0.123 0.049 0.276
Si 1.2733 0.6085 4.1552 0.094 0.000 -0.124 0.282
Mg -0.2683 0.3308 0.4483 0.071 0.263 0.045 0.321
F -3.3971 -3.9420 -5.8642 0.025 -0.014 0.029 0.149
F -2.7053 -5.5720 -4.6206 0.007 0.047 -0.011 0.154
F -1.2986 -4.4769 -5.8466 -0.021 0.007 0.022 0.146
O 0.1765 0.6828 -1.4729 -0.092 -0.201 0.036 -0.635
N -2.3653 0.6229 0.9021 0.120 -0.062 -0.048 -0.033
N -0.9867 -1.6234 1.0451 0.050 0.007 -0.091 0.046
N -2.6740 4.0752 0.8206 0.013 0.025 0.029 -0.020
N -1.7514 -1.6761 -1.7958 -0.059 0.015 0.000 0.083
N 4.7699 -0.9959 -4.3259 0.002 -0.022 -0.002 -0.055
N -2.9827 1.8294 0.8205 -0.010 -0.025 0.057 0.014
N 4.9887 0.9496 -3.1338 -0.024 -0.031 0.042 0.117
C -2.9351 -2.8890 1.5513 -0.011 -0.037 -0.006 0.009
C -4.0956 4.3395 0.6614 -0.010 -0.036 0.009 -0.239
C -3.2286 -2.7250 -3.3595 0.003 -0.008 -0.012 0.020
C -2.1757 -4.0482 1.6186 -0.013 0.010 0.006 -0.026
C -2.3167 -1.6875 1.2405 0.015 0.000 0.002 -0.227
C 5.2722 0.5451 0.5982 0.054 0.098 -0.014 -0.223
C -0.2667 -2.7365 1.1055 -0.017 -0.010 0.002 -0.140
C -2.1578 -3.3903 -3.9359 -0.020 0.004 0.003 -0.103
C -0.3779 -0.2756 4.2433 -0.026 0.010 0.057 -0.211
C -4.5464 4.2638 -0.7901 -0.006 -0.014 -0.046 -0.088
C 0.9639 1.6573 -3.8047 0.038 0.094 -0.091 -0.373
C 0.5441 0.3504 -4.4605 0.027 -0.061 -0.005 -0.129
C -2.2040 1.6368 -3.5228 -0.028 -0.016 -0.025 -0.100
C -2.9703 -1.8831 -2.2896 0.010 -0.051 -0.008 -0.118
C -2.3898 -4.3476 -5.0775 -0.002 -0.021 -0.025 -0.587
C 0.9638 2.4351 4.3702 -0.037 -0.039 0.048 -0.212
C -0.8161 -3.9789 1.3798 0.042 0.019 -0.018 -0.037
C -4.5633 -0.3981 1.2824 -0.003 0.023 0.043 -0.015
C -2.1375 2.8433 0.8964 0.006 0.010 -0.112 -0.794
C -1.4219 2.4958 -2.5492 -0.049 0.076 0.057 -0.369
C 4.5522 2.4441 2.8727 0.137 0.027 -0.054 -0.202
C 3.1646 2.6706 0.1371 0.018 0.019 -0.003 -0.228
C 2.3925 0.0485 5.5485 -0.082 0.004 0.044 -0.210
C 4.3766 -0.2470 -3.2865 0.019 0.052 -0.011 -0.900
C 3.8731 -2.8030 0.9851 0.076 -0.046 0.049 -0.223
C 5.8204 -0.6433 -5.2607 0.002 -0.006 -0.003 -0.073
C 4.8558 -1.5828 3.6421 0.043 -0.084 -0.021 -0.205
C -0.7363 -2.3234 -2.3595 0.025 -0.034 -0.030 -0.134
C 2.2643 -3.1344 3.5584 0.021 -0.036 -0.029 -0.204
C -0.8853 -3.1943 -3.4294 0.007 0.009 0.019 0.024
C -3.0778 -0.4209 1.1188 -0.029 -0.006 0.007 -0.272
H -1.8725 2.4732 -1.5555 -0.044 0.034 0.005 0.046
H -1.0788 0.1549 3.5220 0.020 0.001 -0.007 0.016
H -3.7816 -1.3433 -1.8109 0.004 0.009 -0.005 0.114
H -2.0236 4.8418 0.8394 -0.020 -0.010 0.043 0.115
H -0.8033 -0.1288 5.2406 -0.022 -0.021 -0.014 0.043
H 1.8737 3.0263 4.4503 0.090 -0.005 -0.022 0.018
H 3.3933 0.4755 5.4758 0.006 0.019 -0.041 0.027
H -4.3749 3.2604 -1.1834 0.001 0.007 0.010 0.055
H -1.8246 1.7236 -4.5389 -0.052 0.048 0.024 0.066
H -0.0255 -3.6906 -3.8567 -0.003 -0.005 -0.010 0.128
H -0.3256 0.4631 -5.1036 0.065 -0.027 0.021 0.065
H 1.9490 0.4092 6.4818 0.024 -0.020 0.015 0.041
H 0.7387 2.5427 -4.4067 -0.011 -0.013 -0.003 0.101
H -4.8319 -0.3972 2.3424 -0.002 -0.024 -0.003 0.101
H -4.2944 5.3260 1.0803 0.022 0.015 -0.031 0.117
H 3.8185 3.1086 3.3232 -0.093 0.008 0.021 0.016
H -4.9620 0.5107 0.8411 0.009 0.002 -0.004 0.070
H 2.7699 2.0964 -0.7058 0.016 -0.003 0.008 -0.016
H -2.6481 -4.9924 1.8547 0.005 -0.006 -0.004 0.119
H 2.4835 -1.0346 5.6258 0.013 -0.001 -0.009 0.013
H 0.3303 -0.3997 -3.7023 0.011 0.018 0.006 0.031
H -3.9996 4.9789 -1.4073 0.001 0.006 0.008 0.073
H 5.3399 -0.6304 3.4325 -0.023 0.027 -0.043 0.006
H 6.7949 -0.5802 -4.7702 0.000 0.001 0.005 0.091
H -0.3112 -1.3504 4.0602 0.022 0.032 -0.016 0.017
H 5.9773 1.2726 0.1798 0.003 -0.007 0.013 0.038
H -3.2433 1.9677 -3.5310 -0.007 -0.015 0.035 0.083
H 3.9357 -3.8822 1.1528 0.014 0.011 0.001 0.038
H 0.4260 2.5433 5.3182 -0.007 0.024 -0.008 0.042
H 2.3562 3.2866 0.5353 0.003 -0.013 -0.005 0.000
H 5.8805 -1.4145 -6.0228 -0.002 -0.003 0.004 0.092
H -4.2340 -2.8508 -3.7362 -0.003 -0.002 0.003 0.127
H 5.3784 3.0679 2.5161 0.002 -0.006 0.036 0.040
H -1.3811 3.5465 -2.8482 0.059 -0.022 -0.056 0.102
H -2.1799 0.5891 -3.2255 0.021 0.008 -0.007 0.059
H 0.3414 2.8467 3.5773 0.024 -0.007 0.027 -0.039
H 2.9217 -3.8102 4.1139 -0.013 0.001 0.007 0.045
H 5.6044 0.3043 -5.7579 -0.003 0.005 -0.001 0.090
H 4.8581 -2.4656 0.6596 -0.001 0.040 -0.020 0.025
H 1.6133 -2.6407 4.2800 0.030 0.004 -0.011 0.008
H -5.6101 4.4872 -0.8779 -0.004 -0.003 0.018 0.074
H -0.1853 -4.8558 1.4093 -0.012 -0.012 0.006 0.114
H 5.8357 -0.0737 1.2957 -0.016 -0.037 0.031 0.019
H 2.0371 1.6649 -3.6112 -0.005 -0.046 0.001 0.049
H 5.8383 1.1779 -3.6209 0.020 0.002 -0.017 0.094
H 3.9473 3.3423 -0.2311 -0.017 0.004 0.000 0.041
H 0.2535 -2.1262 -1.9579 -0.015 0.014 0.011 0.093
H 4.7829 1.4502 -2.2856 0.010 0.002 -0.020 0.076
H 1.6426 -3.7547 2.9133 -0.037 0.015 -0.022 0.008
H -3.9981 -2.9252 1.7369 0.003 0.014 -0.001 0.113
H -5.0309 -1.2662 0.8191 0.003 0.002 -0.010 0.076
H 0.7962 -2.6237 0.9239 0.013 0.005 0.011 0.081
H 3.1875 -2.6246 0.1562 -0.043 0.006 0.001 -0.014
H 1.3717 -0.0293 -5.0586 -0.004 0.010 -0.025 0.077
H 4.3061 -1.8843 -4.4086 0.012 0.017 0.003 0.117
H 5.5936 -2.3722 3.4668 0.010 0.014 0.026 0.043
H 4.9509 1.7885 3.6490 -0.037 -0.019 -0.005 0.023
H 4.6011 -1.6040 4.7020 -0.019 0.023 -0.016 0.022
H -4.6390 3.6113 1.2614 -0.013 0.006 0.010 0.107
H 4.9058 -0.0817 -0.2160 -0.030 -0.026 0.015 -0.030
```
Positions in Å, forces in eV/Å.

ΔE to the lowest compared entry with this formula, charge and spin ... 0.438 eV
Gap between HOMO and LUMO ... 7.66 eV
Charge ... +1

***

(3)
Below is a cluster of 2 separate species, C4H14NOS in total, with properties calculated with wB97M-V/def2-TZVPD.

Geometry as XYZ:
```
21
Properties=species:S:1:pos:R:3:forces:R:3:nbo_charge:R:1
S -1.6974 0.9447 0.6178 -0.435 1.167 0.087 0.210
O 0.7621 -3.0903 0.3091 0.293 -0.349 0.732 -0.953
N 1.2478 1.6094 0.7759 0.370 0.338 -0.109 -0.708
C -0.9701 1.2471 -1.0203 0.203 -0.309 -0.933 -0.575
C -2.0503 -0.8040 0.7721 0.288 -0.420 -0.673 -0.753
C 1.3696 0.4484 -0.1548 -0.676 -0.461 -0.657 -0.238
C 0.3747 0.5646 -1.3295 0.252 -0.505 0.314 -0.439
H -0.8090 2.3120 -1.2153 -0.272 0.217 0.962 0.241
H 0.8801 1.0833 -2.1458 -0.211 0.138 -0.056 0.229
H 0.2508 -0.4649 -1.6722 -0.161 0.051 -0.037 0.249
H 0.3022 1.5230 1.2143 -0.031 -0.046 0.023 0.444
H 0.1009 -3.3293 0.9748 -0.091 0.112 -0.259 0.474
H 2.3659 0.3549 -0.5772 0.193 0.239 0.365 0.239
H -1.6988 1.0499 -1.8108 0.042 -0.480 0.145 0.261
H -1.1863 -1.3200 0.3515 -0.080 -0.423 0.513 0.224
H -2.2204 -0.9603 1.8348 0.440 -0.131 0.062 0.252
H -2.9398 -1.1893 0.2760 -0.091 0.539 -0.283 0.243
H 1.5120 -3.6414 0.6009 -0.206 0.340 -0.445 0.483
H 1.1585 -0.4453 0.4314 0.039 0.051 0.086 0.243
H 1.9776 1.6010 1.4876 -0.033 0.096 0.028 0.441
H 1.2698 2.5064 0.2799 0.165 -0.164 0.136 0.431
```
Positions in Å, forces in eV/Å.

ΔE to the lowest compared entry with this formula, charge and spin ... 0.717 eV
Gap between HOMO and LUMO ... 9.62 eV
Charge ... +1

***

(4)
Below is the molecule C14H13N7O6S, with properties calculated with wB97M-V/def2-TZVPD.

Geometry as XYZ:
```
41
Properties=species:S:1:pos:R:3:forces:R:3:nbo_charge:R:1
S -1.1945 1.8628 0.3863 1.736 0.055 1.604 0.801
O 4.3500 0.7856 -4.6655 -2.143 0.367 0.902 -0.361
O 2.2445 -2.5956 2.2547 -0.882 1.231 -1.352 -0.407
O 2.3515 -0.7263 1.1636 -0.727 -0.601 -0.315 -0.501
O -1.8411 -4.9677 3.2792 -1.062 1.983 -1.097 -0.420
O -3.8064 -4.1331 2.8210 2.516 1.109 -0.741 -0.359
O 2.4487 0.9365 -5.6976 0.604 0.014 1.592 -0.368
N -3.6132 -2.3388 0.4892 0.162 1.248 -0.049 -0.278
N -2.5623 -4.0716 2.7454 0.582 -1.915 1.316 0.509
N 1.6891 -1.7148 1.5574 0.244 -1.357 1.787 0.503
N 3.1165 0.9819 -4.6480 2.027 0.039 -3.986 0.488
N -2.7415 -0.4990 -0.3688 0.030 -1.189 0.314 -0.140
N -1.8189 -1.0194 0.5348 -2.519 -0.712 0.383 -0.239
N -3.7786 -1.2878 -0.3550 1.371 0.734 0.189 -0.027
C -0.3983 -0.7085 0.4961 -0.989 -6.939 -3.098 -0.162
C 0.0987 3.0766 0.9421 0.081 0.567 -0.356 -0.724
C 0.2667 -1.8246 1.3169 0.961 0.170 1.550 -0.096
C -1.8047 -2.9876 2.0804 0.160 0.484 -1.260 -0.143
C -2.4489 -2.1635 1.0744 0.568 0.281 0.029 0.355
C 0.3077 1.1730 -2.2645 0.317 0.593 -0.959 -0.275
C 2.4062 1.1597 -1.0484 -0.270 0.638 0.339 -0.232
C 3.1504 1.3119 -2.2318 -0.711 -0.522 -0.274 -0.160
C -2.2266 1.7169 1.9169 -0.011 0.242 -0.016 -0.732
C 0.9887 1.0427 -1.0463 -0.619 -1.244 -0.245 0.070
C 1.0019 1.3474 -3.4930 1.134 -0.629 0.983 -0.146
C 2.4312 1.2956 -3.4538 -1.602 -0.196 2.353 0.031
C -0.4040 -2.8212 2.0808 -1.048 0.042 0.569 -0.069
C 0.1562 0.5364 0.3005 3.009 7.150 0.874 -0.316
H 1.0816 2.6292 1.2016 -1.012 0.029 -0.211 0.255
H 4.2648 1.3048 -2.2253 -1.170 0.037 -0.039 0.269
H -2.2950 2.7807 2.1447 -0.299 -0.053 0.313 0.235
H -0.2974 3.5941 1.8097 -0.029 0.223 -0.055 0.241
H -0.1081 -0.8128 -0.5787 -0.565 -2.747 -0.351 0.240
H -3.2275 1.3380 1.6589 0.579 0.050 -0.220 0.277
H -1.8438 1.1755 2.8034 0.296 0.161 -0.866 0.268
H 0.2518 3.7660 0.0972 -0.145 -0.141 0.453 0.253
H -0.7867 1.1718 -2.3152 0.359 -0.245 0.126 0.241
H 2.9476 1.1846 -0.0980 -0.222 -0.345 -0.362 0.248
H 0.4950 1.3722 -4.4674 0.250 -0.011 0.671 0.266
H 0.1325 -3.4645 2.7994 0.085 0.462 -0.818 0.294
H 1.0160 0.5928 1.0030 -1.048 0.939 0.325 0.310
```
Positions in Å, forces in eV/Å.

ΔE to the lowest compared entry with this formula, charge and spin ... 1.373 eV
Gap between HOMO and LUMO ... 6.18 eV

***

Number 1: largest force on an atom 0.119 Eh/bohr. Number 2: largest force on an atom 0.005 Eh/bohr. Number 3: largest force on an atom 0.024 Eh/bohr. Number 4: largest force on an atom 0.152 Eh/bohr.